[1]
# C13H43NO9

9 unconnected molecules or ions with the total composition C13H43NO9 at a distorted geometry (ωB97M-V with the def2-TZVPD basis set, OMol25).

Properties
ΔE to the lowest compared entry with this formula, charge and spin	0.00	kJ/mol
structure (SMILES)	CC1(C)CCCC(C)(C)N1O.CO.CO.CO.CO.O.O.O.O
HOMO energy	-8.99	eV
charge	0
strongest force on any atom	1.0	eV/Å
HOMO-LUMO gap	8.9	eV
E	-34093.9144	eV

Each line ends with the Löwdin charge.
Geometry (Å):
H 0.03 3.62 0.15  0.0774
H 2.18 -1.81 -1.04  -0.0066
H -2.56 1.44 1.79  0.0632
O 0.88 0.52 0.00  -0.0429
O -2.15 -3.57 3.22  -0.1388
H -3.57 0.60 1.00  0.0644
H -2.65 0.87 -0.95  0.0070
H -0.15 -5.14 2.33  0.0725
C 3.54 3.08 -0.18  -0.1393
O 1.54 -2.20 0.94  -0.0500
H -2.26 -1.67 2.40  0.0667
H -1.21 -5.24 0.88  0.0705
H 2.28 4.86 -0.26  0.1051
H -3.38 2.15 -3.34  0.0803
H 1.09 2.12 2.02  0.0781
N 1.71 1.55 -0.52  -0.0746
C -3.58 1.99 -2.28  -0.1677
H -0.97 2.24 -0.39  0.0500
C 0.44 1.54 -2.58  -0.0185
H -0.07 0.66 -2.19  0.0721
O -3.96 -4.43 1.17  -0.1393
H 1.18 4.28 -2.39  0.1221
H -3.84 -4.27 -0.92  0.0841
H 2.47 3.09 -2.77  0.1215
O -2.93 0.82 -1.87  -0.1270
C 2.76 4.15 -0.94  -0.1735
C -1.51 -2.39 2.73  -0.1468
H 1.26 1.21 -3.22  0.0892
H 1.89 -1.30 1.02  0.0132
C -0.29 3.03 -0.71  -0.0149
O -2.64 0.87 1.02  -0.0397
H 2.16 -2.77 1.40  0.0779
H -2.71 -3.87 2.50  0.0172
H 3.90 0.34 0.07  0.0933
H -0.30 2.07 -3.17  0.0905
O -0.92 -2.03 -0.74  -0.0467
H 1.68 3.70 1.57  0.0691
H 4.14 3.57 0.58  0.1259
H -0.27 -6.63 1.40  0.0799
O 0.84 -5.18 0.49  -0.1217
H -4.62 -2.91 -0.12  0.0795
H -0.91 -2.00 3.55  0.0799
H 4.23 2.55 -0.85  0.1284
H 2.69 2.64 2.57  0.0872
H -0.85 -2.66 1.91  0.0397
C -0.26 -5.55 1.33  -0.1414
O 2.59 -1.39 -1.81  -0.0515
H -4.85 -4.78 1.18  0.0840
H 2.96 0.19 1.57  0.0690
C -3.82 -3.64 -0.03  -0.1165
H 2.03 -0.62 -1.96  -0.0006
H -1.21 -1.12 -0.63  0.0156
C 1.99 2.67 1.74  -0.0185
H -2.85 -3.14 0.02  0.0470
H -0.86 3.67 -1.38  0.0868
C 3.52 0.89 0.93  -0.0307
C 0.94 2.41 -1.42  -0.5055
H -3.21 2.90 -1.79  0.0700
H 4.34 1.24 1.56  0.0930
H -4.66 1.90 -2.14  0.0759
C 1.84 3.51 -1.98  -0.1193
C 2.65 2.04 0.49  -0.5250
H -0.12 -2.09 -0.20  -0.0165
H 0.66 -4.29 0.15  0.0373
H 0.20 0.97 0.52  0.0745
H 3.50 4.76 -1.48  0.1143



[2]
# C31H25BrN5O2RuS

A molecular structure, C31H25BrN5O2RuS at a distorted geometry (ωB97M-V with the def2-TZVPD basis set, OMol25).

Properties
ΔE to the lowest compared entry with this formula, charge and spin	229.96	kJ/mol
multiplicity	6
expectation value of S²	8.80
HOMO energy (alpha / beta)	-9.97 / -12.98	eV
charge	+2
strongest force on any atom	4.5	eV/Å
HOMO-LUMO gap (alpha / beta)	3.7 / 2.5	eV
E	-127536.7352	eV

Each line ends with the Löwdin charge.
Geometry (Å):
H 3.47 -0.07 1.06  0.1141
H 5.22 4.94 0.71  0.0780
C 0.23 -1.34 -4.77  -0.0839
C -0.65 -5.15 0.11  -0.0227
H -3.37 1.04 3.27  0.1162
H 0.71 -4.91 -1.56  0.0957
C -1.41 -4.43 1.06  -0.0528
N -1.03 -2.39 -0.24  -0.0778
H 7.06 4.79 0.76  0.1406
C -0.60 -0.73 -3.83  -0.0769
C 0.00 1.09 3.94  -0.0054
Br 5.99 -1.23 -1.57  0.9845
O -2.57 1.17 -1.57  -0.4463
H -2.09 -2.46 1.49  0.1061
C -5.45 1.05 -1.43  -0.0485
H -8.59 0.70 -0.16  0.1122
O -2.92 2.89 0.37  -0.2490
N 5.18 1.54 -1.44  0.1122
C 6.69 1.87 0.93  0.0198
C -6.95 1.32 0.98  -0.0117
S -3.15 1.59 -0.23  0.7418
C 2.36 0.13 1.17  -0.0311
H -7.36 1.23 1.97  0.1063
H 6.03 4.39 2.19  0.1200
H -1.34 0.09 -4.05  0.1324
H 1.70 -3.87 -2.89  0.1334
H -1.75 -4.75 2.06  0.1242
H -7.33 0.34 -2.25  0.1012
H 4.56 3.42 -1.23  0.1418
C -2.31 0.96 3.06  0.0427
C -1.52 -3.09 0.83  -0.1167
C -7.51 0.81 -0.18  -0.0586
C 6.05 4.36 1.07  0.0095
H 2.53 0.86 3.19  0.0998
H -0.58 -6.21 0.13  0.1061
C 1.41 -0.33 0.28  -0.0671
C -4.88 1.34 -0.24  -0.3501
C 5.93 2.96 0.43  -0.1391
Ru -1.44 -0.50 -0.93  1.4905
H 1.42 -3.04 -5.37  0.1449
H 1.67 -0.70 -0.70  0.1036
C 0.99 -3.02 -3.17  -0.0179
C 0.54 0.69 2.67  -0.1359
N -0.62 -1.26 -2.56  -0.1451
C -0.19 -3.04 -1.03  -0.2920
C -5.54 1.65 0.90  -0.0400
C -6.83 0.68 -1.39  -0.0158
C -0.37 0.43 1.61  -0.1666
H 0.55 1.39 4.80  0.1133
H -4.95 2.21 1.62  0.1125
H -1.82 1.52 5.09  0.1384
C 5.82 0.50 -0.85  -0.6787
H 7.32 1.97 1.85  0.1593
C -1.77 0.55 1.80  -0.2668
C 1.90 0.61 2.41  0.0252
C 5.16 2.67 -0.72  -0.0116
H 7.13 -0.28 0.69  0.1372
H -5.07 1.05 -2.43  0.1173
C 0.18 -2.37 -2.20  -0.2695
C 0.91 -2.53 -4.47  -0.0627
C 0.06 -4.43 -0.84  0.0176
H 0.35 -0.90 -5.68  0.0727
N 0.06 -0.01 0.40  -0.0295
C -1.36 1.23 4.10  -0.0463
C 6.57 0.64 0.33  -0.0922
N -2.46 0.33 0.61  -0.2629



[3]
# C19H30CoN2OSSi

A molecular structure, C19H30CoN2OSSi (ωB97M-V with the def2-TZVPD basis set, OMol25).

Properties
ΔE to the lowest compared entry with this formula, charge and spin	0.00	kJ/mol
HOMO energy	-4.83	eV
charge	-1
strongest force on any atom	0.3	eV/Å
HOMO-LUMO gap	7.6	eV
E	-81559.9140	eV

Each line ends with the Löwdin charge.
Geometry (Å):
H 2.16 2.25 -2.33  0.0067
C -1.08 1.33 -0.03  -0.0306
H -3.66 4.80 -1.33  0.0754
C -1.02 -0.55 2.46  -0.1383
H -2.88 3.46 -2.20  0.0865
H 3.88 2.68 -2.34  0.0225
H -0.83 -1.28 3.25  0.1169
H -1.50 -1.49 -2.03  0.0871
C 4.92 0.95 0.25  -0.1873
C -2.86 4.05 -1.28  -0.0619
H 1.17 -1.93 2.02  0.1005
H -3.48 -2.89 -1.66  0.0922
H 0.62 1.24 3.66  0.0908
H -1.90 4.56 -1.24  0.0833
S 0.55 0.42 -4.70  0.4296
C -3.50 -2.60 0.47  -0.1172
C -1.21 -1.03 0.05  -0.1506
C -3.05 3.15 -0.05  -0.6370
C 0.42 0.27 -3.08  -0.9291
H -0.20 2.00 2.26  0.0713
C -2.99 -2.43 -0.81  -0.1041
H -4.57 1.81 0.73  0.0796
H -4.39 -3.21 0.63  0.0872
H -2.04 4.51 1.31  0.0802
C 0.58 1.30 2.57  -0.0725
H 1.54 1.64 2.18  0.0882
C -1.86 -1.64 -1.02  -0.0720
C -1.98 2.14 -0.02  -0.0721
N 0.33 0.15 -1.92  0.0278
H -5.22 3.18 -0.19  0.0751
H 4.26 -1.48 -1.74  0.0210
H -3.79 4.77 1.20  0.0752
C -3.01 4.01 1.22  -0.0697
H 4.72 1.71 1.01  0.0152
H 3.11 -0.75 -2.87  0.0070
C -2.86 -2.00 1.54  -0.0661
C 3.05 2.34 -1.71  -0.1675
H 1.32 -1.02 3.55  0.0880
Co 0.29 0.11 -0.04  0.4186
H 2.32 -0.59 2.11  0.0704
C 3.94 -0.54 -2.19  -0.1705
H 4.77 -0.15 -2.79  0.0229
H -3.25 -2.13 2.55  0.1027
C 1.35 -0.95 2.45  -0.0780
H -4.45 1.81 -1.03  0.0848
O 2.18 0.19 0.02  -0.3909
Si 3.42 0.70 -0.88  0.2484
H -3.15 3.38 2.10  0.0766
N 0.30 -0.02 1.99  -0.3079
H 2.85 3.12 -0.96  0.0226
C -1.73 -1.23 1.33  -0.2291
H 5.19 0.03 0.76  0.0163
H -1.61 0.25 2.90  0.1266
C -4.41 2.44 -0.14  -0.0621
H 5.79 1.28 -0.33  0.0172



[4]
# C14H10N2O4S

A single C14H10N2O4S molecule at a distorted geometry (ωB97M-V with the def2-TZVPD basis set, OMol25).

Properties
ΔE to the lowest compared entry with this formula, charge and spin	0.00	kJ/mol
structure (SMILES)	O=C(COc1ccc2ccc(=O)oc2c1)Nc1nccs1
HOMO energy	-8.53	eV
charge	0
strongest force on any atom	1.2	eV/Å
HOMO-LUMO gap	8.6	eV
E	-36685.7548	eV

Each line ends with the Löwdin charge.
Geometry (Å):
O 0.91 0.45 -1.90  -0.0307
S 3.92 -1.79 0.26  1.0404
C 2.54 -1.69 -0.83  -0.6036
C 0.62 1.67 0.06  -0.0001
H -4.19 1.75 3.31  0.1185
C -1.97 0.74 0.36  -0.1802
C 2.81 -1.81 1.57  -0.4021
O 2.21 -1.43 -4.34  0.1065
C 1.53 -1.73 1.11  -0.2289
C 1.90 -1.27 -3.19  -0.4182
N 1.40 -1.68 -0.24  0.0589
O -3.22 0.25 0.47  0.1319
H 0.29 2.76 1.86  0.1181
H 0.65 -1.72 1.71  0.1111
C 0.08 0.78 -0.88  -0.2746
C -3.52 1.50 2.51  0.0223
H -1.88 2.66 3.16  0.1219
N 2.76 -1.65 -2.18  0.1133
H 3.16 -1.87 2.58  0.0579
C -0.12 2.08 1.14  -0.0151
H 0.03 -0.32 -3.61  0.1461
C -1.43 1.62 1.32  -0.1646
H -1.68 -0.34 -1.44  0.1280
C -2.27 1.99 2.42  0.0008
H 1.63 2.02 -0.09  0.1219
C 0.59 -0.65 -2.73  -0.0977
H 0.02 -1.41 -2.18  0.1229
O -5.16 0.11 1.52  0.1141
H 3.68 -1.93 -2.50  0.1514
C -1.22 0.32 -0.73  0.0797
C -4.06 0.59 1.51  -0.4499



[5]
# C3H2Cl3NNiS4

A molecular structure, C3H2Cl3NNiS4 (ωB97M-V with the def2-TZVPD basis set, OMol25).

Properties
ΔE to the lowest compared entry with this formula, charge and spin	0.00	kJ/mol
HOMO energy (alpha / beta)	-1.02 / -1.02	eV
charge	-2
strongest force on any atom	0.7	eV/Å
HOMO-LUMO gap (alpha / beta)	5.5 / 5.4	eV
E	-126585.2839	eV

Each line ends with the Löwdin charge.
Geometry (Å):
Ni 1.28 -0.41 -0.30  -0.1478
Cl -3.63 -1.49 1.35  0.4906
H 1.52 1.12 1.72  0.0179
C 0.91 1.02 0.83  -0.5487
S 1.58 1.86 -0.59  0.3597
Cl -4.72 -2.80 -1.83  -0.8060
H -0.15 1.21 0.98  0.0174
Cl -3.62 0.49 -0.84  0.4891
C -2.82 -0.81 -0.02  -1.2739
S 4.70 0.64 -0.30  -0.1936
C -1.53 -1.03 -0.23  -0.3908
N -0.37 -1.24 -0.44  0.0419
S 3.44 2.41 -0.06  -0.0266
S 3.43 -0.96 -0.25  -0.0292



[6]
# C3H9NO2S

2 unconnected molecules or ions with the total composition C3H9NO2S at a distorted geometry (ωB97M-V with the def2-TZVPD basis set, OMol25).

Properties
ΔE to the lowest compared entry with this formula, charge and spin	95.74	kJ/mol
structure (SMILES)	O=CNCCS.O
HOMO energy	-9.44	eV
charge	0
strongest force on any atom	1.4	eV/Å
HOMO-LUMO gap	10.1	eV
E	-19677.4208	eV

Each line ends with the Löwdin charge.
Geometry (Å):
O 1.79 -0.05 -2.37  -0.0752
H -1.52 1.80 -0.30  0.1369
H 1.31 -0.76 -2.82  0.0445
H -0.91 0.70 1.80  0.1184
C -0.03 0.23 1.40  -0.2474
C -0.53 1.51 -0.71  -0.3601
N 0.26 0.79 0.10  0.0262
H 1.28 0.74 -2.64  0.0283
H 1.05 0.39 -0.41  0.1167
C -0.18 -1.29 1.45  -0.5612
H -2.19 -1.02 0.16  -0.1591
H 0.76 -1.84 1.33  0.0737
H 0.83 0.41 1.99  0.1079
H -0.41 -1.53 2.46  0.0523
S -1.36 -2.05 0.32  0.7065
O -0.15 1.96 -1.78  -0.0087



[7]
# C9H12N2O

A single C9H12N2O molecule at a distorted geometry (ωB97M-V with the def2-TZVPD basis set, OMol25).

Properties
ΔE to the lowest compared entry with this formula, charge and spin	368.84	kJ/mol
structure (SMILES)	C[C@H]1C[C@@](C)(c2ccco2)N=N1
HOMO energy	-8.38	eV
charge	0
strongest force on any atom	4.1	eV/Å
HOMO-LUMO gap	9.2	eV
E	-14551.8566	eV

Each line ends with the Löwdin charge.
Geometry (Å):
C -1.39 -2.34 -0.78  -0.0758
H -2.07 3.69 1.11  0.0664
H -1.29 -3.45 -0.81  0.0864
H 0.81 -0.18 -1.64  0.0891
C -1.29 1.68 0.93  -0.0025
H -1.60 -2.05 -1.76  0.0486
C 0.02 3.41 1.38  -0.1322
H 0.40 4.32 1.68  0.1034
H 2.94 -0.62 0.44  0.1243
H -0.94 -0.08 -1.01  0.1271
H 2.46 1.17 -0.05  0.1090
H 0.81 -2.58 -1.14  0.1395
O 0.83 2.41 1.32  0.0643
C -1.30 3.05 1.16  -0.0393
C 0.76 0.12 0.62  -0.4129
H 2.65 0.67 1.59  0.0713
C 0.11 -1.98 -0.55  -0.3523
H -1.89 -1.88 0.07  0.0824
C 0.04 1.34 1.06  -0.2213
H -2.19 1.19 0.73  0.1018
N 0.17 -2.08 0.95  0.0401
C 0.16 -0.46 -0.85  -0.0409
C 2.25 0.30 0.65  -0.0451
N 0.49 -1.03 1.51  0.0687



[8]
# CH2N2O

2 unconnected molecules or ions with the total composition CH2N2O at a distorted geometry (ωB97M-V with the def2-TZVPD basis set, OMol25).

Properties
ΔE to the lowest compared entry with this formula, charge and spin	861.83	kJ/mol
HOMO energy (alpha / beta)	-8.97 / -8.29	eV
charge	0
strongest force on any atom	3.7	eV/Å
HOMO-LUMO gap (alpha / beta)	5.5 / 3.8	eV
E	-6088.0794	eV

Each line ends with the Löwdin charge.
Geometry (Å):
C 0.70 0.12 0.02  -0.6589
H -1.60 1.33 1.54  0.0811
N -0.08 -0.73 0.66  0.1619
H -0.65 -0.80 -1.40  0.1721
N 0.21 -0.97 -0.71  0.1004
O 1.41 1.05 -0.10  0.1434